P.
C5H11N3 | ωB97M-V with the def2-TZVPD basis set

As for the net charge: 0. The multiplicity is 1. The calculation puts the LUMO energy at 0.943 eV. The value obtained for the HOMO-LUMO gap is 9.923 eV. As for the HOMO energy: -9.0 eV. Its structure (SMILES) is C=NN.CC#N.C=C.

XYZ file:
```
19
C5H11N3 ωB97M-V with the def2-TZVPD basis set
C -1.84 0.69 -0.91
H 0.89 -1.06 -2.77
H -1.74 -1.55 1.20
H 1.00 1.77 2.60
H -1.95 -1.74 -0.48
N -2.12 -1.17 0.35
H 2.88 0.26 -0.88
C 0.62 -0.09 1.78
H -0.28 0.81 3.44
H -1.89 0.14 -1.84
C 1.52 -0.93 -1.91
H 2.26 0.95 -2.45
N -1.90 0.15 0.23
H 1.51 -1.74 -1.18
H -1.75 1.75 -0.96
C 2.25 0.14 -1.73
N 0.99 -1.04 1.25
H -0.62 1.56 1.82
C 0.16 1.09 2.45
```

---

Q.
C5H11N3 | ωB97M-V with the def2-TZVPD basis set

As for the net charge: 0. The multiplicity is 1. The calculation puts the LUMO energy at 0.960 eV. The value obtained for the HOMO-LUMO gap is 9.956 eV. As for the HOMO energy: -9.0 eV. Its structure (SMILES) is [H]/N=C(CC)/C(N)=N/C.

XYZ file:
```
19
C5H11N3 ωB97M-V with the def2-TZVPD basis set
H 0.78 -2.17 1.93
H -2.39 1.37 -1.10
H -0.30 2.55 -0.38
H -1.44 0.11 -1.88
H -0.10 -0.87 2.74
H -1.40 1.76 -2.53
H 2.16 -1.69 -1.56
H 0.68 1.43 -1.23
H -1.59 1.93 1.94
N 0.76 -0.74 -0.35
H 2.53 -1.78 0.17
N -1.11 1.03 2.01
N 0.49 -1.21 1.97
C -0.27 1.51 -0.72
C -0.56 0.73 0.89
C -1.44 1.17 -1.61
C 0.24 -0.56 0.81
H 1.23 -2.78 -0.53
C 1.72 -1.80 -0.57
```

---

R.
C5H11N3 | ωB97M-V with the def2-TZVPD basis set

As for the net charge: 0. The multiplicity is 1. The calculation puts the LUMO energy at 0.818 eV. The value obtained for the HOMO-LUMO gap is 9.343 eV. As for the HOMO energy: -8.5 eV. Its structure (SMILES) is [H]/N=C(/C)[C@H](C)N/C=N/[H].

XYZ file:
```
19
C5H11N3 ωB97M-V with the def2-TZVPD basis set
C -0.93 -0.20 0.14
H -1.24 1.07 1.82
H 0.98 0.50 2.61
H 2.51 1.58 1.40
H -1.08 -1.23 0.44
H -1.97 1.40 -0.89
H 0.73 -2.39 -0.08
N 0.82 0.44 -1.76
H 1.39 -2.12 -1.70
H 0.27 1.30 -1.70
C 0.80 0.73 1.54
C 0.53 -0.37 -0.80
N -0.56 0.59 1.25
H -2.26 -0.22 -1.55
H 2.26 -1.51 -0.27
C -2.11 0.35 -0.63
N 1.62 1.49 0.90
C 1.27 -1.68 -0.71
H -3.02 0.27 -0.03
```

---

Stability check: which of them is most stable? Q.

---

P.
C5H10O2 | ωB97M-V with the def2-TZVPD basis set

As for the net charge: 0. The multiplicity is 1. The calculation puts the LUMO energy at 0.837 eV. The value obtained for the HOMO-LUMO gap is 9.267 eV. As for the HOMO energy: -8.4 eV. Its structure (SMILES) is C/C=C\O.CC=O.

XYZ file:
```
17
C5H10O2 ωB97M-V with the def2-TZVPD basis set
O -0.90 -0.42 -1.76
C 1.46 -1.53 0.39
H -1.23 2.35 0.09
C -1.56 0.44 1.16
H -0.77 0.48 1.93
H 1.88 0.55 0.50
H 2.13 -2.18 0.99
H -0.88 1.57 -2.11
C -1.01 0.85 -1.30
H -1.73 -0.61 0.92
H 1.57 -0.04 -1.14
H -0.72 -1.02 -1.01
C 2.05 -0.29 -0.19
H -2.47 0.83 1.63
O 0.30 -1.87 0.27
C -1.23 1.27 -0.05
H 3.13 -0.40 -0.32
```

---

Q.
C5H10O2 | ωB97M-V with the def2-TZVPD basis set

As for the net charge: 0. The multiplicity is 1. The calculation puts the LUMO energy (alpha / beta) at 0.885 / 0.886 eV. The value obtained for the HOMO-LUMO gap (alpha / beta) is 7.681 / 7.683 eV. As for the HOMO energy (alpha / beta): -6.8 / -6.8 eV.

XYZ file:
```
17
C5H10O2 ωB97M-V with the def2-TZVPD basis set
H -1.49 2.49 -0.05
C 0.06 -1.15 -0.14
O -0.33 -0.07 -0.77
H -0.19 -2.56 -1.72
H -0.79 0.75 1.99
H 0.45 -3.24 -0.20
H 0.16 3.16 0.00
H 1.00 0.80 1.99
O 0.17 -0.94 1.20
C -0.45 2.35 -0.42
C 0.14 1.03 -0.03
H -0.45 2.46 -1.51
H 1.71 0.31 -0.38
C 0.12 0.51 1.40
H 1.85 -0.52 -0.50
H -1.28 -2.84 -0.33
C -0.26 -2.52 -0.63
```

---

R.
C5H10O2 | ωB97M-V with the def2-TZVPD basis set

As for the net charge: 0. The multiplicity is 1. The calculation puts the LUMO energy at 1.196 eV. The value obtained for the HOMO-LUMO gap is 10.667 eV. As for the HOMO energy: -9.5 eV. Its structure (SMILES) is C/C=C/OOCC.

XYZ file:
```
17
C5H10O2 ωB97M-V with the def2-TZVPD basis set
H 3.49 -1.62 -0.55
H 2.78 -0.01 -0.26
H -2.35 2.29 1.60
H -3.55 2.12 0.29
H 2.04 -1.68 1.47
C -2.48 2.07 0.53
C -0.87 0.45 -0.52
H 1.31 -2.68 0.19
H -0.33 1.22 -1.08
H 2.11 -1.06 -1.54
H -2.38 -0.14 0.78
O -0.30 -0.81 -0.56
C 2.55 -1.05 -0.54
C 1.59 -1.65 0.47
H -1.95 2.84 -0.03
C -1.92 0.70 0.25
O 0.43 -0.88 0.70
```

---

Stability check: which of them is most stable? P.

---

P.
C5H10O2 | ωB97M-V with the def2-TZVPD basis set

As for the net charge: 0. The multiplicity is 1. The calculation puts the LUMO energy at 1.008 eV. The value obtained for the HOMO-LUMO gap is 10.690 eV. As for the HOMO energy: -9.7 eV. Its structure (SMILES) is CO[C@H]1CO[C@H]1C.

XYZ file:
```
17
C5H10O2 ωB97M-V with the def2-TZVPD basis set
H -2.33 0.76 -1.34
C 1.76 0.12 -0.41
C -0.66 0.01 0.54
H -0.90 -0.85 2.60
H 2.79 0.26 -0.06
H -1.66 -0.39 -2.53
O -1.02 -0.68 -0.62
C -1.43 0.20 -1.64
C -0.27 -0.90 1.71
O 0.98 -0.21 1.88
H -1.42 0.76 0.80
C 0.79 0.54 0.67
H 1.62 0.71 -1.32
H 0.88 1.62 0.87
H -0.64 0.93 -1.90
H 1.62 -0.94 -0.66
H -0.14 -1.94 1.40
```

---

Q.
C5H10O2 | ωB97M-V with the def2-TZVPD basis set

As for the net charge: 0. The multiplicity is 1. The calculation puts the LUMO energy at 0.081 eV. The value obtained for the HOMO-LUMO gap is 7.596 eV. As for the HOMO energy: -7.5 eV. Its structure (SMILES) is C=C/C=C(/C)O.O.

XYZ file:
```
17
C5H10O2 ωB97M-V with the def2-TZVPD basis set
H 2.54 -2.08 -1.77
H 0.91 1.56 -0.06
O -1.24 -0.70 0.04
H -1.05 2.14 -1.75
C 1.67 -1.69 -1.36
C -0.59 0.34 -0.70
H -2.17 0.56 -2.06
C 0.67 0.53 -0.51
H 2.56 -0.28 -0.03
C -1.58 1.21 -1.39
H -2.03 -0.28 0.35
H 0.84 -0.38 4.18
O -0.15 -0.47 4.04
H 0.63 -2.07 -1.39
H -0.38 0.40 3.64
H -2.33 1.73 -0.65
C 1.68 -0.52 -0.59
```

---

R.
C5H10O2 | ωB97M-V with the def2-TZVPD basis set

As for the net charge: 0. The multiplicity is 1. The calculation puts the LUMO energy at 0.885 eV. The value obtained for the HOMO-LUMO gap is 10.312 eV. As for the HOMO energy: -9.4 eV. Its structure (SMILES) is OCC1C=C1.CO.

XYZ file:
```
17
C5H10O2 ωB97M-V with the def2-TZVPD basis set
H 1.95 1.59 -1.56
C -1.14 1.59 -1.28
C -0.50 -1.83 1.55
H 0.12 -0.05 -2.18
H -1.94 -0.08 0.05
H 1.28 1.73 0.08
C 0.03 0.64 -1.32
H -1.67 2.38 -1.81
H -1.48 -1.82 2.05
H 1.70 -0.52 0.30
O 0.20 -0.60 1.73
H -0.38 0.15 1.54
C 1.41 1.03 -0.78
H 0.12 -2.59 2.03
O 2.18 -0.10 -0.43
H -0.65 -2.09 0.49
C -1.24 0.58 -0.47
```

---

Stability check: which of them is most stable? P.